Model w:
Here is an isolated molecule of C22H24ClN3O5S from OMol25. Energies are from ωB97M-V/def2-TZVPD.

Geometry (Å):
1 C 1.7345 2.6845 1.5784
2 C 1.7661 1.3966 2.3324
3 C 0.5924 0.8748 2.8655
4 C 0.5922 -0.3480 3.5182
5 O -0.5248 -0.9627 4.0300
6 C -1.7350 -0.2330 4.0985
7 C -2.7401 -1.0883 4.8690
8 C -2.3191 0.0857 2.7135
9 O -3.0718 1.0142 2.5359
10 N -1.9138 -0.8076 1.7686
11 C -2.0717 -0.7478 0.3902
12 C -2.8686 0.2167 -0.2283
13 C -2.9278 0.2696 -1.6078
14 C -2.2200 -0.6480 -2.3592
15 S -2.0950 -0.4112 -4.1191
16 O -3.2691 0.1912 -4.6647
17 O -1.5596 -1.5832 -4.7357
18 N -0.8957 0.8151 -4.1821
19 C 0.1147 0.7284 -3.2517
20 O 0.1520 1.6450 -2.2584
21 N 1.1947 1.3467 -1.4324
22 C 1.7695 0.2691 -1.8960
23 C 2.9415 -0.3501 -1.2332
24 C 1.1190 -0.1865 -3.0784
25 C 1.4929 -1.3497 -3.9244
26 C -1.4524 -1.6300 -1.7618
27 C -1.3799 -1.6823 -0.3848
28 C 1.7815 -1.0590 3.6529
29 C 2.9689 -0.5613 3.1466
30 C 4.2492 -1.3200 3.2975
31 C 2.9384 0.6664 2.4876
32 Cl 4.4224 1.2951 1.8419
33 H 2.6237 3.2775 1.7776
34 H 0.8530 3.2617 1.8427
35 H 1.6962 2.4685 0.5084
36 H -0.3149 1.4454 2.7455
37 H -1.5826 0.7196 4.6245
38 H -2.8928 -2.0355 4.3574
39 H -3.6867 -0.5608 4.9394
40 H -2.3618 -1.2879 5.8676
41 H -1.2876 -1.5316 2.1043
42 H -3.4080 0.9277 0.3746
43 H -3.5210 1.0154 -2.1129
44 H -1.3430 1.7215 -4.1860
45 H 2.6734 -1.3333 -0.8486
46 H 3.7513 -0.4741 -1.9494
47 H 3.2744 0.2753 -0.4120
48 H 2.3596 -1.1038 -4.5380
49 H 0.6661 -1.6179 -4.5754
50 H 1.7550 -2.2005 -3.2979
51 H -0.9254 -2.3322 -2.3870
52 H -0.7716 -2.4327 0.0990
53 H 1.7598 -2.0071 4.1667
54 H 4.0836 -2.2545 3.8256
55 H 4.9752 -0.7259 3.8507
56 H 4.6791 -1.5345 2.3200

Values from the calculation:
SMILES string: Cc1cc(O[C@H](C)C(=O)Nc2ccc(S(=O)(=O)Nc3onc(C)c3C)cc2)cc(C)c1Cl
Molar mass, g/mol: 477.97
HOMO, hartree: -0.3199
Gap between HOMO and LUMO, Eh: 0.332

natural (NBO) population analysis, charges in e, atoms 1 to 8:
1. C -0.66
2. C -0.01
3. C -0.33
4. C 0.38
5. O -0.53
6. C 0.00
7. C -0.61
8. C 0.67



Model x:
Here is an isolated molecule of C22H24ClN3O5S from OMol25. Energies are from ωB97M-V/def2-TZVPD.

Geometry (Å):
1 C -6.2061 -1.1376 1.2309
2 C -5.7930 -0.0522 0.2800
3 C -6.7462 0.4975 -0.5630
4 C -6.4664 1.5651 -1.3972
5 C -5.1926 2.1012 -1.3665
6 Cl -4.8063 3.4627 -2.3655
7 C -4.2101 1.5625 -0.5574
8 C -4.4851 0.4658 0.2607
9 N -3.5202 -0.0768 1.1160
10 C -2.4055 0.7300 1.5630
11 C -1.1571 0.5949 0.6812
12 N -0.8096 -0.8059 0.5367
13 C 0.4448 -1.2042 0.8032
14 O 1.2635 -0.4419 1.2989
15 C 0.8228 -2.6591 0.5337
16 C 2.2956 -2.7033 0.1810
17 S 2.4844 -1.8316 -1.4282
18 O 2.8127 -2.8159 -2.4264
19 O 1.2987 -1.0442 -1.6575
20 C 3.8855 -0.7324 -1.2207
21 C 5.0484 -0.9429 -1.9350
22 C 6.1196 -0.0836 -1.7576
23 C 6.0206 0.9749 -0.8626
24 C 4.8409 1.1596 -0.1259
25 C 3.7674 0.3047 -0.3154
26 N 4.7987 2.1773 0.8248
27 C 5.7659 3.1183 0.9554
28 O 5.7577 3.9581 1.8233
29 C 6.8316 3.0652 -0.1353
30 O 7.0957 1.7857 -0.6789
31 C -1.9021 -1.5763 -0.0049
32 C -3.1213 -1.4541 0.9290
33 H -7.2352 -0.9759 1.5443
34 H -5.5674 -1.1381 2.1100
35 H -6.1589 -2.1211 0.7624
36 H -7.7476 0.0926 -0.5498
37 H -7.2240 1.9824 -2.0401
38 H -3.2286 2.0060 -0.5745
39 H -2.7160 1.7727 1.6282
40 H -2.1486 0.3855 2.5726
41 H -0.3112 1.1073 1.1402
42 H -1.3282 1.0107 -0.3171
43 H 0.2613 -3.0655 -0.3045
44 H 0.6215 -3.2499 1.4315
45 H 2.6677 -3.7115 0.0307
46 H 2.8945 -2.1676 0.9122
47 H 5.0938 -1.7694 -2.6251
48 H 7.0429 -0.2177 -2.2972
49 H 2.8543 0.4243 0.2478
50 H 4.0137 2.1986 1.4637
51 H 7.7776 3.4322 0.2682
52 H 6.5067 3.7500 -0.9357
53 H -1.6395 -2.6263 -0.1041
54 H -2.1593 -1.1811 -0.9956
55 H -3.9436 -2.0252 0.5045
56 H -2.8588 -1.8744 1.9074

Values from the calculation:
SMILES string: Cc1ccc(Cl)cc1N1CCN(C(=O)CCS(=O)(=O)c2ccc3c(c2)NC(=O)CO3)CC1
Molar mass, g/mol: 477.97
HOMO, hartree: -0.3002
Gap between HOMO and LUMO, Eh: 0.318

natural (NBO) population analysis, charges in e, atoms 1 to 8:
1. C -0.64
2. C -0.07
3. C -0.18
4. C -0.25
5. C -0.01
6. Cl 0.00
7. C -0.31
8. C 0.26



Which structure is most stable, and how do the rest compare? From most to least stable: model x, model w.



Model w:
Here is an isolated molecule of C3H4ClF from OMol25. Energies are from ωB97M-V/def2-TZVPD.

Geometry (Å):
1 F -1.2254 -1.7223 -0.1088
2 C -0.3198 -0.9470 0.4266
3 C -0.2269 0.4941 0.0189
4 C 0.7645 -0.5437 -0.4951
5 Cl 2.5015 -0.3746 0.0301
6 H 0.1555 -1.2992 1.4120
7 H -0.9053 0.9446 -0.7295
8 H 0.0462 1.3100 0.7553
9 H 0.5180 -0.6860 -1.4487

Values from the calculation:
SMILES string: F[C@@H]1C[C@H]1Cl
Molar mass, g/mol: 94.52
HOMO, hartree: -0.3794
Gap between HOMO and LUMO, Eh: 0.420

natural (NBO) population analysis, charges in e, atoms 1 to 8:
1. F -0.32
2. C 0.18
3. C -0.47
4. C -0.22
5. Cl -0.06
6. H 0.19
7. H 0.24
8. H 0.24



Model x:
Here is a cluster of 2 separate species, C3H4ClF in total from OMol25. Energies are from ωB97M-V/def2-TZVPD.

Geometry (Å):
1 C 0.8824 -0.0248 -0.3805
2 C -0.1986 0.5273 -0.0329
3 C -1.4490 0.9915 -0.0796
4 F -2.4352 0.9764 0.7843
5 H 0.7010 -0.8475 -1.0414
6 H 1.9196 0.1493 -0.1144
7 H -1.3764 1.8156 -0.7313
8 Cl 0.3784 1.4573 -2.6777
9 H 0.3868 0.1210 -2.6548

Values from the calculation:
SMILES string: C=C=CF.Cl
Molar mass, g/mol: 94.52
HOMO, hartree: -0.3544
Gap between HOMO and LUMO, Eh: 0.371

natural (NBO) population analysis, charges in e, atoms 1 to 8:
1. C -0.45
2. C -0.01
3. C 0.15
4. F -0.30
5. H 0.20
6. H 0.23
7. H 0.18
8. Cl -0.27



Which structure is most stable, and how do the rest compare? From most to least stable: model w, model x.



Model w:
Here is an isolated molecule of C3H4ClF from OMol25. Energies are from ωB97M-V/def2-TZVPD.

Geometry (Å):
1 F 0.4540 1.7964 -0.0404
2 C 0.5521 0.5156 0.0334
3 Cl 2.3147 0.0639 -0.0071
4 C -0.4062 -0.3257 -0.7716
5 C -0.4090 -0.2610 0.7389
6 H 0.0239 -1.2405 -1.1834
7 H -1.2011 0.2393 -1.2395
8 H -0.1056 -1.1750 1.3170
9 H -1.2228 0.3872 1.1529

Values from the calculation:
SMILES string: FC1(Cl)CC1
Molar mass, g/mol: 94.52
HOMO, hartree: -0.3766
Gap between HOMO and LUMO, Eh: 0.414

natural (NBO) population analysis, charges in e, atoms 1 to 8:
1. F -0.31
2. C 0.37
3. Cl -0.08
4. C -0.46
5. C -0.47
6. H 0.24
7. H 0.23
8. H 0.24



Model x:
Here is an isolated molecule of C3H4ClF from OMol25. Energies are from ωB97M-V/def2-TZVPD.

Geometry (Å):
1 C 1.1066 1.3788 -0.0003
2 C 0.9653 0.0454 0.0038
3 F 2.0552 -0.7097 -0.0071
4 C -0.2966 -0.7850 0.0104
5 Cl -1.8137 0.0928 -0.0043
6 H 2.0921 1.8472 0.0096
7 H 0.2115 1.9955 0.0113
8 H -0.3182 -1.4240 0.8979
9 H -0.3015 -1.4438 -0.8656

Values from the calculation:
SMILES string: C=C(F)CCl
Molar mass, g/mol: 94.52
HOMO, hartree: -0.3622
Gap between HOMO and LUMO, Eh: 0.399

natural (NBO) population analysis, charges in e, atoms 1 to 8:
1. C -0.50
2. C 0.39
3. F -0.32
4. C -0.46
5. Cl -0.02
6. H 0.22
7. H 0.22
8. H 0.23



Which structure is most stable, and how do the rest compare? From most to least stable: model x, model w.



Model w:
Here is the ion C4H7N4 with charge +1 from OMol25. Energies are from ωB97M-V/def2-TZVPD.

Geometry (Å):
1 H 1.1856 -3.6803 3.0910
2 N 1.5014 -3.0892 2.3108
3 N 0.7366 -2.1246 2.2051
4 N 0.8931 -1.4481 1.0717
5 C 0.2359 -0.2454 0.9578
6 N -0.0704 0.3915 2.0944
7 C -0.2007 0.2984 -0.2335
8 C -0.4565 0.8215 -1.3048
9 C -0.7776 1.4054 -2.5157
10 H 1.3390 -2.0185 0.2216
11 H -0.4590 1.3226 2.1164
12 H 0.5400 0.1891 2.8229
13 H -1.2069 2.3973 -2.4657
14 H 0.2503 1.5098 -2.8310
15 H -1.1848 0.7747 -3.2178

Values from the calculation:
SMILES string: [H]/N=N/NC(=[NH2+])C#CC
Molar mass, g/mol: 111.13
HOMO, hartree: -0.5196
Gap between HOMO and LUMO, Eh: 0.332
Total charge: +1

natural (NBO) population analysis, charges in e, atoms 1 to 8:
1. H 0.36
2. N -0.32
3. N 0.00
4. N -0.41
5. C 0.52
6. N -0.67
7. C -0.23
8. C 0.31



Model x:
Here is a cluster of 2 separate species, C4H7N4 in total from OMol25. Energies are from ωB97M-V/def2-TZVPD.

Geometry (Å):
1 C -1.1754 1.6749 -1.3079
2 C 0.8722 0.7671 -1.6458
3 C -0.2381 0.7305 -0.8192
4 C 0.4255 -0.4456 1.2234
5 N -0.7182 2.2203 -2.3742
6 N 0.5100 1.6634 -2.5913
7 N 0.1874 -1.4380 2.0983
8 N -0.3719 -0.0390 0.2699
9 H -2.1845 1.8530 -0.7582
10 H 1.7328 0.1453 -1.6180
11 H 1.1061 0.3761 1.3754
12 H 1.1986 1.9856 -3.2500
13 H 0.5609 -1.3110 3.1368
14 H -0.5996 -2.0139 1.9675
15 H -1.6627 -1.1972 0.0893

Values from the calculation:
Molar mass, g/mol: 111.13
HOMO (alpha / beta), hartree: -0.4894 / -0.4895
Gap between HOMO and LUMO (alpha / beta), Eh: 0.277 / 0.277
Total charge: +1

natural (NBO) population analysis, charges in e, atoms 1 to 8:
1. C 0.00
2. C 0.00
3. C -0.07
4. C 0.35
5. N -0.19
6. N -0.31
7. N -0.73
8. N -0.37



Which structure is most stable, and how do the rest compare? From most to least stable: model w, model x.